1.
{
  "formula": "C3H6OS",
  "method": "the ωB97M-V functional and the def2-TZVPD basis",
  "smiles": "CCC(=O)S",
  "e_lumo_ev": 0.7,
  "relative_energy_kj_mol": 181.1,
  "e_tot_ha": -591.2640,
  "charge": 0,
  "symbols": ["C", "C", "C", "O", "S", "H", "H", "H", "H", "H", "H"],
  "xyz": [[-0.810876, 0.729989, -1.022226], [0.410631, 0.296351, -0.256105], [0.130023, -0.437876, 0.865910], [-0.737558, -0.442478, 1.587511], [1.491589, -1.564703, 1.294690], [-1.498689, -0.081649, -0.987406], [-0.685374, 0.745621, -2.219282], [-1.377682, 1.532027, -0.531858], [1.225262, 1.057465, -0.309636], [0.750488, -0.599341, -1.053831], [1.102187, -1.235407, 2.632234]],
  "forces_ev_per_angstrom": [[-1.0, 0.4, -2.2], [1.6, 0.3, -8.1], [5.7, -2.3, 0.3], [-6.7, 0.8, 4.0], [0.2, 0.3, 2.2], [-0.7, -0.9, 0.3], [0.1, 0.9, 2.9], [0.4, 0.3, -0.7], [-0.5, -0.9, 0.7], [0.0, 2.1, 2.1], [0.9, -1.0, -1.6]]
}

***

2.
{
  "formula": "C29H59K2O22",
  "method": "the ωB97M-V functional and the def2-TZVPD basis",
  "e_lumo_ev": -4.0,
  "relative_energy_kj_mol": 459.0,
  "e_tot_ha": -3995.1893,
  "charge": 1,
  "symbols": ["K", "K", "C", "O", "H", "H", "H", "C", "C", "O", "C", "O", "O", "C", "H", "H", "H", "H", "H", "H", "H", "H", "C", "C", "O", "C", "O", "O", "C", "H", "H", "H", "H", "H", "H", "H", "H", "C", "C", "O", "C", "O", "O", "C", "H", "H", "H", "H", "H", "H", "H", "H", "C", "C", "O", "C", "O", "O", "C", "H", "H", "H", "H", "H", "H", "H", "H", "C", "C", "O", "C", "O", "O", "C", "H", "H", "H", "H", "H", "H", "H", "H", "C", "C", "O", "C", "O", "O", "C", "H", "H", "H", "H", "H", "H", "H", "H", "C", "C", "O", "C", "O", "O", "C", "H", "H", "H", "H", "H", "H", "H", "H"],
  "xyz": [[3.825218, 2.406361, -3.055421], [4.497428, 6.168191, 2.178249], [0.845908, 2.551871, 1.717189], [1.940658, 2.790971, 0.927029], [-0.094782, 2.532461, 1.166869], [0.846258, 1.557931, 2.164609], [0.825348, 3.260291, 2.545319], [-2.702112, 5.913271, 5.821809], [-1.273872, 6.338421, 5.656089], [-0.375492, 5.975361, 6.704369], [0.880578, 6.489101, 6.754049], [1.512668, 7.188601, 5.970369], [1.464948, 5.875581, 7.781399], [2.844748, 5.987361, 8.058859], [-2.746902, 4.855261, 6.080109], [-3.314472, 6.111521, 4.942139], [-3.157762, 6.504491, 6.616119], [-1.314362, 7.415901, 5.496429], [-0.929202, 5.763981, 4.796249], [3.133648, 5.465241, 8.971009], [3.088168, 7.043381, 8.175839], [3.479508, 5.672381, 7.230619], [-0.008652, -0.423849, 7.402759], [0.820698, -1.404909, 8.206459], [0.705418, -2.603119, 7.490629], [1.577698, -3.619239, 7.784279], [2.621398, -3.512479, 8.464929], [1.153718, -4.699649, 7.168359], [1.929178, -5.886419, 7.357449], [-1.048162, -0.740189, 7.316439], [0.308968, -0.336369, 6.363739], [-0.036892, 0.607751, 7.753619], [0.352268, -1.506769, 9.185389], [1.810648, -0.968099, 8.074959], [2.081118, -6.254839, 8.371979], [2.901548, -5.831579, 6.867959], [1.522028, -6.708919, 6.769389], [-6.463622, -4.923959, -0.667881], [-5.925422, -3.917759, 0.304409], [-5.802152, -4.576549, 1.506909], [-4.838782, -4.293549, 2.427649], [-4.711202, -4.840059, 3.502979], [-4.154512, -3.248529, 2.030699], [-2.937592, -2.835629, 2.685189], [-6.930582, -4.505549, -1.559501], [-7.197992, -5.475819, -0.081151], [-5.667092, -5.545679, -1.076661], [-6.581512, -3.047349, 0.309369], [-4.983272, -3.546779, -0.099111], [-3.067392, -2.627739, 3.747289], [-2.599602, -1.905829, 2.227649], [-2.218732, -3.615969, 2.435359], [4.761708, -2.873839, 0.005669], [4.842458, -3.423049, -1.424851], [5.564448, -2.465839, -2.243841], [6.078998, -2.904759, -3.419481], [6.169938, -4.148979, -3.631811], [6.573098, -1.894259, -4.116961], [7.225418, -2.244969, -5.379881], [3.995558, -2.101109, 0.069029], [5.698128, -2.425149, 0.337179], [4.523738, -3.661009, 0.721099], [3.922258, -3.722439, -1.926551], [5.446478, -4.329589, -1.386771], [7.523058, -3.293519, -5.386961], [8.060878, -1.577019, -5.589531], [6.448058, -2.062329, -6.121801], [-4.462322, -1.613869, -6.637741], [-5.128372, -1.319509, -5.332161], [-4.783372, 0.115111, -5.097011], [-5.122392, 0.514231, -3.862121], [-5.859832, -0.088729, -3.050981], [-4.415332, 1.596041, -3.557531], [-4.532262, 2.170551, -2.243171], [-4.469662, -2.666719, -6.919801], [-3.452402, -1.209339, -6.704921], [-4.918192, -1.078389, -7.470531], [-4.836172, -2.044609, -4.572591], [-6.199532, -1.434489, -5.498001], [-4.450792, 1.412351, -1.464351], [-5.446552, 2.736411, -2.064351], [-3.805642, 2.981451, -2.192391], [3.143488, 7.561721, -7.508101], [1.686928, 7.164111, -7.415211], [1.009308, 7.647061, -6.201651], [1.198148, 6.943371, -5.046731], [1.572598, 5.770481, -4.973321], [0.914278, 7.697061, -4.010391], [0.974028, 7.139531, -2.712881], [3.389298, 8.524061, -7.059131], [3.425168, 7.603821, -8.560231], [3.851448, 6.876951, -7.041211], [1.427698, 6.160341, -7.751891], [1.181658, 7.847281, -8.097921], [0.667118, 7.834771, -1.931501], [2.003898, 6.885561, -2.461921], [0.361348, 6.238511, -2.682991], [1.651828, -6.651939, -4.022511], [0.135488, -6.665559, -4.245541], [-0.411202, -5.383969, -4.211011], [-0.536042, -4.774519, -3.031761], [-0.680872, -5.275189, -1.892871], [-0.490312, -3.469809, -3.296991], [-0.659912, -2.540869, -2.241531], [2.051048, -6.028679, -4.822691], [2.120818, -7.635489, -3.994591], [1.837368, -6.126889, -3.085501], [-0.256552, -7.310629, -3.459221], [-0.100022, -7.140979, -5.197701], [-0.576902, -1.481679, -2.485101], [-0.019412, -2.764719, -1.388451], [-1.710762, -2.658909, -1.977161]],
  "forces_ev_per_angstrom": [[-0.4, -0.1, 0.3], [-0.4, -0.4, 0.1], [0.8, -0.2, -0.4], [0.9, 0.4, -0.7], [-0.7, 0.5, -0.2], [0.2, -0.6, 0.5], [-0.6, 0.3, 0.5], [-0.3, -0.2, 1.6], [0.2, 0.1, -1.7], [0.4, 1.0, 0.8], [1.2, -1.0, -1.1], [-1.7, -0.4, 0.7], [-0.8, -0.8, 1.0], [0.7, 1.5, -0.6], [-0.3, 0.0, 0.0], [0.5, -0.1, -0.2], [-0.2, -0.2, 0.2], [0.7, 0.0, -0.2], [0.4, 0.6, -0.4], [-0.6, -0.2, -0.2], [0.0, 0.1, 0.2], [-0.3, -0.4, -0.1], [-1.2, 0.4, -0.8], [-0.5, 1.8, -1.2], [0.8, -2.4, 0.0], [2.3, 1.7, 1.6], [-3.1, -0.3, -1.8], [-0.1, -0.8, 0.2], [1.0, -1.1, -0.9], [-0.1, -0.1, 0.2], [0.4, -0.3, 0.0], [0.3, -0.1, 0.5], [0.8, 0.0, 0.3], [0.4, -0.7, 1.2], [-0.3, 0.7, 0.1], [0.3, 0.8, 0.4], [-1.0, 0.3, 0.2], [-0.3, -0.4, -0.4], [0.5, 1.2, -2.6], [0.7, -1.0, 2.7], [-0.8, 0.0, 1.1], [-0.3, 0.0, -1.6], [0.8, 1.6, -0.7], [-0.1, -0.4, -0.3], [-0.2, 0.4, 0.3], [-0.1, -0.5, -0.5], [-0.1, -0.4, 0.4], [-0.2, 0.0, 0.7], [0.2, 0.0, 0.4], [-0.1, -0.5, 0.0], [-0.4, -0.1, -0.3], [0.2, 0.1, 0.6], [-0.6, 0.4, -0.6], [1.4, -0.8, 0.5], [-0.2, 0.9, -1.1], [0.4, -4.6, 1.7], [-0.3, 4.3, -0.4], [0.3, -0.2, -0.2], [-0.9, 0.0, -0.1], [0.0, 0.0, 0.2], [0.1, -0.1, -0.3], [-0.1, -0.1, -0.2], [-0.2, 0.4, 0.3], [0.0, 0.0, -0.2], [0.0, 0.2, 0.1], [-0.1, 0.0, 0.5], [0.2, -0.2, -0.3], [0.6, 0.3, -1.3], [-0.3, 0.6, -1.3], [-0.8, -1.5, 1.2], [-1.1, -1.7, 2.6], [1.7, 1.6, -2.4], [-0.1, 0.7, -0.1], [-0.4, 0.4, 0.1], [0.1, 0.0, 0.3], [0.3, -0.4, 0.5], [-0.5, 0.0, 0.1], [0.3, 0.8, 0.5], [-0.1, 0.3, 0.5], [0.3, 0.1, -0.1], [-0.6, -0.5, -0.5], [0.6, -0.6, 0.0], [0.8, -0.6, 0.4], [-0.8, 1.9, -0.4], [0.8, -1.4, 1.5], [0.6, -1.7, -1.2], [-0.3, 1.6, -0.2], [-0.5, 1.4, -0.1], [0.4, -1.0, 0.4], [-0.5, 0.2, -0.1], [-0.1, 0.0, 0.0], [-0.2, -0.3, 0.1], [0.1, -0.1, 0.7], [-0.1, -0.3, -0.3], [-0.4, 0.3, -0.7], [0.1, -0.2, -0.2], [0.1, 0.0, 0.2], [-0.5, 1.2, -0.4], [1.0, -2.5, 0.8], [-0.2, 0.7, 0.1], [-0.4, -0.7, 3.0], [0.6, 1.2, -3.5], [0.7, 0.6, -0.9], [-1.4, -0.5, 1.2], [0.5, -0.2, 0.0], [-0.2, 0.1, -0.1], [0.2, -0.2, 0.1], [-0.6, 0.2, 0.0], [-0.2, 0.4, 0.0], [0.5, -0.4, -1.0], [-0.1, -0.1, -0.1], [0.0, 0.1, 0.7]]
}